Entry from the OMol25 dataset: a molecular structure, C8H13N4O2 at a distorted geometry (wB97M-V/def2-TZVPD).

XYZ file:
```
27
Properties=species:S:1:pos:R:3:forces:R:3
C 0.1499 -0.3023 -1.4105 2.739 -2.343 -6.417
C -1.6314 1.7951 0.3482 -0.336 -0.155 -0.129
C -3.5554 0.2472 -0.2102 0.070 0.026 -0.152
C -0.6285 0.6656 0.5326 -1.182 -3.424 -1.125
C -1.4703 -1.0978 0.1310 1.979 3.348 0.544
C -1.0429 -2.1402 1.1244 0.085 0.164 0.199
C 2.6351 1.2602 0.0050 0.159 -0.232 -0.034
C 1.3245 1.7037 -0.6350 0.117 -0.063 0.075
N -2.8629 1.4598 -0.1319 -0.303 0.451 -0.126
N -2.8485 -0.9023 0.0500 -0.110 -0.733 0.009
N 0.3171 0.6581 -0.5478 -0.338 4.438 5.183
N -0.7783 -1.2053 -1.1513 -2.670 -1.613 1.764
O -1.2998 2.9321 0.5470 0.208 -0.031 0.113
O -4.7249 0.2282 -0.4578 -0.207 0.060 -0.005
H 0.7574 -0.3631 -2.3029 -0.177 0.065 0.170
H -0.1829 0.6352 1.5207 0.169 0.356 0.099
H 0.0399 -2.1922 1.1980 0.079 -0.023 -0.052
H -1.4101 -3.1194 0.8218 -0.059 -0.125 -0.107
H -1.4547 -1.9152 2.1032 -0.049 0.032 0.100
H 3.0520 0.4002 -0.5113 0.036 -0.081 -0.047
H 3.3479 2.0726 -0.0588 0.106 0.170 -0.027
H 2.5038 1.0087 1.0513 -0.062 -0.010 0.192
H 0.9281 2.5839 -0.1242 -0.058 -0.137 -0.057
H 1.4895 1.9513 -1.6859 -0.166 -0.174 -0.050
H -3.4835 2.2556 -0.2797 0.125 -0.173 0.018
H -3.4514 -1.7089 0.1648 -0.016 0.081 0.042
H -0.9583 -1.9874 -1.7648 -0.139 0.125 -0.183
```
Positions in Å, forces in eV/Å.

Results
- Strongest force on any atom: 7.36 eV/Å
- Spin multiplicity: 3
- HOMO (alpha / beta): -9.9 / -14.2 eV
- Charge: +1

Atom charges from the natural (NBO) analysis, given in e for atoms 1 to 4: number 1, C, carries -0.08; number 2, C, carries 0.65; number 3, C, carries 0.80; number 4, C, carries -0.12

---

Entry from the OMol25 dataset: C8H13NO in the gas phase at a distorted geometry (wB97M-V/def2-TZVPD).

XYZ file:
```
23
Properties=species:S:1:pos:R:3:forces:R:3
C -1.1683 0.3719 0.1621 1.175 0.030 0.572
C 2.1512 0.6330 0.0762 1.097 1.067 -0.766
C -0.0205 0.0315 0.1839 0.168 0.232 -0.057
C -5.0026 -0.0282 -0.2623 3.501 -0.050 -5.674
C 4.3723 1.0814 -0.3729 2.237 -0.429 -1.602
C 3.6844 -1.2685 0.1812 4.595 -2.108 1.823
C -2.5277 0.6459 0.4937 -3.686 0.811 -1.396
C -3.4791 -0.4338 -0.1449 -0.594 -2.030 -0.775
N 3.3837 0.1285 -0.0771 -2.979 -1.746 0.758
O 1.2444 -0.3491 0.1680 -0.601 -1.047 0.161
H -5.4040 0.1263 0.6293 -1.738 1.063 3.940
H -5.5686 -0.8878 -0.7460 0.671 1.363 0.220
H -4.9002 0.9328 -0.9137 -1.241 -1.576 1.033
H 5.3761 0.6592 -0.2691 -0.161 -0.268 -0.250
H 4.2679 1.5070 -1.3780 0.005 -0.280 0.140
H 4.3736 1.8632 0.2964 -0.376 1.845 1.562
H 4.4982 -1.8065 -0.5029 -1.724 1.729 0.987
H 4.1758 -1.4594 1.2915 -0.879 1.065 -2.477
H 2.9117 -1.9866 0.2685 -1.444 0.126 -0.560
H -3.0034 1.6609 0.1434 1.483 -1.542 0.180
H -2.7357 0.6885 1.5437 0.353 -0.154 0.833
H -3.6026 -1.4336 0.4418 1.283 1.576 -0.809
H -3.0267 -0.6767 -1.2128 -1.146 0.324 2.159
```
Positions in Å, forces in eV/Å.

Results
- Strongest force on any atom: 6.67 eV/Å
- Spin multiplicity: 1
- Energy above the lowest of the compared OMol25 structures with the same formula, charge and spin: 6.261 eV
- HOMO: -8.8 eV
- Charge: 0

Atom charges from the natural (NBO) analysis, given in e for atoms 1 to 4: number 1, C, carries -0.11; number 2, C, carries 0.32; number 3, C, carries 0.33; number 4, C, carries -0.59

---

Entry from the OMol25 dataset: C8H13NO in the gas phase at a distorted geometry (wB97M-V/def2-TZVPD).

XYZ file:
```
23
Properties=species:S:1:pos:R:3:forces:R:3
C 2.5808 0.7050 0.2359 -1.213 0.477 -0.716
C 1.6056 -0.4315 -0.0131 1.118 2.460 -0.173
O 2.0034 -1.5599 -0.1574 -1.895 0.527 0.176
C 0.1063 0.2926 -0.3260 1.280 -5.138 1.448
C 0.1410 0.2086 -1.8054 -0.164 -0.294 -2.263
C -0.0626 1.5893 0.2140 -0.079 1.909 0.564
N -0.1767 2.6783 0.5862 -0.070 -0.903 -0.180
C -0.8839 -0.7713 0.2337 -0.698 3.190 2.328
C -0.9340 -0.7134 1.8587 0.256 -3.333 -1.722
C -2.2525 -0.3245 -0.2667 0.153 -4.731 -3.333
H 2.9121 0.6720 1.2298 0.109 0.134 1.783
H 2.1003 1.6729 0.0088 0.645 -0.454 0.309
H 3.4822 0.6151 -0.3000 1.004 -0.392 -1.083
H -0.3022 -0.7187 -2.2630 0.370 0.698 0.893
H 1.1846 0.1871 -2.0738 0.352 0.289 -0.806
H -0.3367 1.0408 -2.3111 0.019 0.233 -0.016
H -0.4891 -1.6953 -0.1829 -0.486 -0.257 0.339
H -1.9460 -1.1149 2.1511 1.083 0.467 -0.065
H -0.7468 0.2290 2.3385 0.056 0.546 -0.184
H -0.1638 -1.4842 2.1694 -0.821 1.002 0.210
H -2.8837 0.1659 0.3823 -0.763 1.883 1.357
H -2.8457 -1.3311 -0.4051 0.778 1.742 -0.113
H -2.0926 0.0881 -1.3038 -1.035 -0.056 1.249
```
Positions in Å, forces in eV/Å.

Results
- Strongest force on any atom: 5.79 eV/Å
- Spin multiplicity: 1
- Energy above the lowest of the compared OMol25 structures with the same formula, charge and spin: 2.213 eV
- HOMO: -9.6 eV
- SMILES: CC(=O)[C@](C)(C#N)C(C)C
- Charge: 0

Atom charges from the natural (NBO) analysis, given in e for atoms 1 to 4: number 1, C, carries -0.75; number 2, C, carries 0.68; number 3, O, carries -0.53; number 4, C, carries -0.30

---

Entry from the OMol25 dataset: 2 unconnected molecules or ions with the total composition C8H13NO2 at a distorted geometry (wB97M-V/def2-TZVPD).

XYZ file:
```
24
Properties=species:S:1:pos:R:3:forces:R:3
C 2.4580 -1.4550 -1.1634 -3.915 -0.781 -0.118
O 3.1266 -0.7534 -0.1533 2.521 -1.317 -0.345
C 2.6069 0.2045 0.4913 -1.153 1.719 -0.169
N 2.1981 1.3235 0.4949 1.619 -3.894 -0.284
O 1.7381 2.2747 0.9930 -1.673 3.553 1.021
H 1.4276 -1.8376 -0.6631 2.424 0.500 -1.527
H 3.0696 -2.2715 -1.5812 -0.126 0.432 0.739
H 2.1558 -0.7944 -2.0045 0.310 -0.133 0.529
C -0.4481 -2.1997 1.1877 4.623 -1.699 1.617
C -1.5254 -1.4960 0.5323 -2.893 -0.537 -0.770
C -1.5021 -0.2226 0.2465 0.194 1.154 -1.085
C -1.4549 1.0488 -0.1256 -0.555 -0.644 1.040
C -1.8097 2.1285 0.8854 0.571 -1.496 1.514
C -1.0991 1.5575 -1.4735 1.317 -2.191 -2.586
H -0.6136 -2.9404 1.9942 -0.952 0.320 -0.523
H 0.3394 -1.5780 1.7060 -1.169 0.323 -0.487
H 0.3126 -2.7717 0.5524 -1.525 0.362 0.017
H -2.4990 -2.1045 0.2792 1.912 1.202 0.476
H -2.4809 2.9334 0.5655 0.242 -0.280 -0.300
H -2.3341 1.5352 1.7527 1.340 1.659 -1.134
H -0.7540 2.5267 1.0911 -1.751 -0.097 0.544
H -0.3341 0.8429 -2.0623 -2.030 1.019 1.201
H -2.0861 1.5820 -2.0380 1.486 0.488 0.235
H -0.4917 2.4673 -1.5073 -0.815 0.336 0.395
```
Positions in Å, forces in eV/Å.

Results
- Strongest force on any atom: 5.18 eV/Å
- Spin multiplicity: 1
- Energy above the lowest of the compared OMol25 structures with the same formula, charge and spin: 7.918 eV
- HOMO: -8.8 eV
- SMILES: COC#[N+][O-].CC=C=C(C)C
- Charge: 0

Atom charges from the natural (NBO) analysis, given in e for atoms 1 to 4: number 1, C, carries -0.26; number 2, O, carries -0.48; number 3, C, carries 0.42; number 4, N, carries 0.13

---

Entry from the OMol25 dataset: 2 unconnected molecules or ions with the total composition C8H13NO3 (wB97M-V/def2-TZVPD).

XYZ file:
```
25
Properties=species:S:1:pos:R:3:forces:R:3
C 2.6103 -1.9702 -0.2741 0.304 -0.409 0.122
C 2.4111 -0.4800 -0.3819 0.585 0.483 -0.064
O 1.4179 -0.0009 -0.9156 0.088 -0.043 0.216
N 3.4069 0.3388 0.1079 -0.804 -0.233 -0.427
C 4.6200 -0.1541 0.7244 -0.099 -0.156 0.079
C 3.1958 1.7679 -0.0763 0.641 -0.032 -0.028
H 2.6920 -2.2868 0.7745 0.027 0.076 -0.215
H 1.7580 -2.4709 -0.7248 -0.064 0.107 0.044
H 3.5150 -2.3225 -0.7993 -0.242 0.301 0.242
H 5.2603 0.6815 1.0143 -0.211 -0.095 -0.016
H 4.3786 -0.7359 1.6195 0.235 -0.008 -0.063
H 5.1862 -0.7672 0.0250 0.115 -0.164 0.059
H 4.0929 2.2866 0.3120 -0.623 -0.115 -0.259
H 2.3057 2.0774 0.4640 -0.053 0.227 0.018
H 3.0555 1.9902 -1.1431 0.032 0.077 0.315
O -4.9979 -0.9609 0.0580 -0.215 -0.366 -0.002
C -3.9846 -0.3245 0.0659 -0.774 -0.109 -0.264
C -3.8317 1.1085 -0.1946 0.201 0.476 0.186
C -2.5707 1.4344 0.0732 -0.144 0.374 -0.724
C -1.7834 0.1829 0.3064 -0.109 -0.122 0.662
O -2.7852 -0.8509 0.3551 0.784 -0.071 0.121
H -4.6742 1.7103 -0.5177 0.254 0.008 0.248
H -2.1498 2.4358 0.0248 0.085 -0.301 0.015
H -1.2493 0.1878 1.2757 -0.105 -0.074 -0.534
H -1.0990 -0.0458 -0.5182 0.092 0.170 0.270
```
Positions in Å, forces in eV/Å.

Results
- Strongest force on any atom: 0.94 eV/Å
- Spin multiplicity: 1
- Energy above the lowest of the compared OMol25 structures with the same formula, charge and spin: 0.807 eV
- HOMO: -9.5 eV
- SMILES: CC(=O)N(C)C.O=C1C=CCO1
- Charge: 0

Atom charges from the natural (NBO) analysis, given in e for atoms 1 to 4: number 1, C, carries -0.72; number 2, C, carries 0.68; number 3, O, carries -0.65; number 4, N, carries -0.44

---

Q: charge of number 5 (C8H13NO3)?
A: 0

---

Copy entry 4 word for word.
Entry from the OMol25 dataset: 2 unconnected molecules or ions with the total composition C8H13NO2 at a distorted geometry (wB97M-V/def2-TZVPD).

XYZ file:
```
24
Properties=species:S:1:pos:R:3:forces:R:3
C 2.4580 -1.4550 -1.1634 -3.915 -0.781 -0.118
O 3.1266 -0.7534 -0.1533 2.521 -1.317 -0.345
C 2.6069 0.2045 0.4913 -1.153 1.719 -0.169
N 2.1981 1.3235 0.4949 1.619 -3.894 -0.284
O 1.7381 2.2747 0.9930 -1.673 3.553 1.021
H 1.4276 -1.8376 -0.6631 2.424 0.500 -1.527
H 3.0696 -2.2715 -1.5812 -0.126 0.432 0.739
H 2.1558 -0.7944 -2.0045 0.310 -0.133 0.529
C -0.4481 -2.1997 1.1877 4.623 -1.699 1.617
C -1.5254 -1.4960 0.5323 -2.893 -0.537 -0.770
C -1.5021 -0.2226 0.2465 0.194 1.154 -1.085
C -1.4549 1.0488 -0.1256 -0.555 -0.644 1.040
C -1.8097 2.1285 0.8854 0.571 -1.496 1.514
C -1.0991 1.5575 -1.4735 1.317 -2.191 -2.586
H -0.6136 -2.9404 1.9942 -0.952 0.320 -0.523
H 0.3394 -1.5780 1.7060 -1.169 0.323 -0.487
H 0.3126 -2.7717 0.5524 -1.525 0.362 0.017
H -2.4990 -2.1045 0.2792 1.912 1.202 0.476
H -2.4809 2.9334 0.5655 0.242 -0.280 -0.300
H -2.3341 1.5352 1.7527 1.340 1.659 -1.134
H -0.7540 2.5267 1.0911 -1.751 -0.097 0.544
H -0.3341 0.8429 -2.0623 -2.030 1.019 1.201
H -2.0861 1.5820 -2.0380 1.486 0.488 0.235
H -0.4917 2.4673 -1.5073 -0.815 0.336 0.395
```
Positions in Å, forces in eV/Å.

Results
- Strongest force on any atom: 5.18 eV/Å
- Spin multiplicity: 1
- Energy above the lowest of the compared OMol25 structures with the same formula, charge and spin: 7.918 eV
- HOMO: -8.8 eV
- SMILES: COC#[N+][O-].CC=C=C(C)C
- Charge: 0

Atom charges from the natural (NBO) analysis, given in e for atoms 1 to 4: number 1, C, carries -0.26; number 2, O, carries -0.48; number 3, C, carries 0.42; number 4, N, carries 0.13

---

Q: What is the formula in the fifth record?
A: C8H13NO3